1.
The following is a quantum chemistry calculation of C16H12N2O3 in the gas phase in a non-equilibrium geometry, from the OMol25 dataset.

```
! wB97M-V def2-TZVPD RIJCOSX def2/J DEFGRID3
* xyz 0 1
O -4.08769 2.56392 1.03597
O 4.46717 0.66947 2.36909
O -1.94234 2.67114 1.06797
N -2.98552 2.07934 0.90114
N 0.88313 -1.11970 0.08692
C 1.06744 0.37376 -1.92358
C 2.89989 1.94773 -1.74915
C 1.81752 1.40690 -2.44641
C 2.52306 0.43202 0.04054
C 2.59916 -0.29321 1.27997
C -2.91209 0.68921 0.51118
C 1.43357 -0.11036 -0.67466
C -4.08482 -0.02925 0.32845
C -2.75924 -1.94656 -0.23430
C -0.25513 -1.91136 -0.27747
C -1.66404 0.10732 0.32812
C 3.55099 -0.11839 2.34946
C -3.99789 -1.35779 -0.04669
C 1.57368 -1.21364 1.24773
C 3.26448 1.47423 -0.50736
C -1.58364 -1.22230 -0.04933
H 1.30290 -1.94146 1.99033
H -0.78224 0.71091 0.48239
H 3.45644 2.75711 -2.19706
H 3.37374 -0.80437 3.20578
H 1.56015 1.80947 -3.41468
H 4.09559 1.88895 0.03957
H 0.22514 -0.03200 -2.46454
H -2.69916 -2.98420 -0.52865
H -4.89676 -1.93594 -0.19286
H -0.23278 -2.84160 0.29977
H -5.03535 0.45747 0.48135
H -0.17539 -2.17683 -1.33901
*
```

Values from the calculation:
Electronic energy, a.u.: -952.061852
SMILES string: O=Cc1cn(Cc2cccc([N+](=O)[O-])c2)c2ccccc12
Gap between HOMO and LUMO, Eh: 0.2861
Largest force on an atom, eV/Å: 1.3
HOMO energy, eV: -8.49
Relative energy (zero: lowest compared OMol25 entry of this formula, charge and spin), kJ/mol: 221.5
Molar mass, g/mol: 280.3

Atom charges from the Mulliken analysis, given in e for atoms 1 to 5:
1 O -0.6312
2 O -0.5235
3 O -0.6062
4 N 1.0460
5 N 0.3380



2.
The following is a quantum chemistry calculation of C32H26IN2O2PPt as an isolated structure, from the OMol25 dataset.

```
! wB97M-V def2-TZVPD RIJCOSX def2/J DEFGRID3
* xyz 0 1
Pt 0.66766 0.29373 -1.74594
I -0.85018 -0.43696 -3.61124
P -2.25859 0.89578 -0.32903
O 1.90059 0.82361 -0.26075
O 3.75373 -4.23048 0.52750
N 3.63140 -0.15945 2.64378
N 1.42302 -1.66230 -1.76898
C 1.96409 -2.15094 -0.69887
C -3.72486 1.64318 0.48235
C -1.75543 3.68358 -0.64086
C 1.96641 -3.67285 -3.10055
C 0.17448 0.66386 3.00718
C -1.31295 2.37898 -0.85834
C 1.19554 -2.52930 -2.86873
C 0.61810 3.25050 -1.99226
C -6.05868 2.79672 1.50772
C 3.21417 2.04987 1.75071
C 0.12118 -0.69227 3.30778
C -5.01684 2.45315 2.35566
C -0.11150 2.14869 -1.54759
C 1.69393 -4.51298 -4.16495
C -3.85640 1.88337 1.84698
C -4.79042 1.97270 -0.35761
C -1.30787 -1.04421 1.40819
C -1.02092 4.76620 -1.10333
C 3.54179 -1.51143 2.57410
C 0.20523 -2.23584 -3.80289
C -0.08197 -3.07328 -4.86834
C 2.44013 -0.02419 0.54988
C 2.93742 -3.68014 1.57006
C 3.12102 0.55843 1.68483
C -0.61797 -1.54655 2.50449
C -1.27493 0.31563 1.10682
C 0.65754 -4.23020 -5.04528
C 2.98133 -2.17959 1.52792
C 2.42240 -1.42992 0.44802
C 0.16871 4.54790 -1.78099
C -0.51610 1.16299 1.91322
C -5.94268 2.55559 0.14505
H -0.86984 -2.81434 -5.56323
H 2.13198 -3.22109 -0.65789
H -4.70960 1.77180 -1.42064
H 2.21972 2.49897 1.72273
H 0.44608 -4.88612 -5.87847
H -3.05139 1.62475 2.52249
H -6.75388 2.81281 -0.52422
H 3.30067 -4.00632 2.54689
H -5.10339 2.63105 3.42024
H 3.87635 -5.16817 0.70404
H 3.96559 -2.05497 3.41073
H 0.76522 1.32934 3.62455
H -1.37569 5.77391 -0.92707
H 1.90488 -4.03445 1.46059
H 0.66896 -1.07882 4.15786
H 2.31267 -5.38731 -4.31705
H 0.75151 5.38624 -2.14317
H 1.55813 3.09458 -2.50888
H 2.81452 -3.89391 -2.46590
H -1.88144 -1.71171 0.77407
H -2.67751 3.86065 -0.10113
H -0.45914 2.21814 1.67012
H 3.74759 2.43857 0.88120
H -0.65650 -2.60603 2.72822
H -6.96035 3.24363 1.90641
H 3.73326 2.33722 2.66174
*
```

Values from the calculation:
Electronic energy, a.u.: -2253.380452
Gap between HOMO and LUMO, Eh: 0.2634
Largest force on an atom, eV/Å: 0.3
HOMO energy, eV: -7.72
Relative energy (zero: lowest compared OMol25 entry of this formula, charge and spin), kJ/mol: 0.0
Molar mass, g/mol: 823.5

Atom charges from the Mulliken analysis, given in e for atoms 1 to 5:
1 Pt 0.6239
2 I 0.0653
3 P -0.1057
4 O -0.8910
5 O -0.5030



3.
The following is a quantum chemistry calculation of C12H32Cl2O3P2Pt as an isolated structure in a non-equilibrium geometry, from the OMol25 dataset.

```
! wB97M-V def2-TZVPD RIJCOSX def2/J DEFGRID3
* xyz 0 5
Pt -0.20478 0.15963 -0.34749
Cl -2.19318 -1.01676 0.04152
Cl 0.44501 -0.15627 -2.57597
P 0.07756 0.04814 -5.76308
P -0.11009 0.31876 1.91818
O -1.06293 1.40510 2.60355
O -0.56781 -1.02065 2.64232
O 1.37956 0.59639 2.47668
C -0.06319 1.92102 -7.99585
C -2.14002 1.07571 3.54196
C 0.09259 1.76823 -6.47864
C 2.30721 -1.57875 -5.52183
C -1.10160 -2.31444 -6.66789
C -1.07523 -0.80691 -6.92893
C 1.72417 -0.51324 -6.45069
C 1.80371 1.81682 3.13017
C 1.79956 -0.98174 -7.90682
C -0.04234 -2.33511 2.33478
C -2.49539 -0.23948 -6.89455
C -0.93031 2.61967 -5.72197
H -1.96246 2.35536 -5.99338
H 2.32473 0.40810 -6.35818
H -2.89831 0.43304 3.07407
H 0.79972 1.54185 -8.55035
H -0.96776 1.44545 -8.39230
H -1.89269 -2.75610 -7.29142
H -0.84972 1.62569 -0.39703
H -1.34038 -2.53278 -5.61784
H -2.58391 2.04169 3.80372
H 2.88682 1.86496 2.99525
H -0.80760 2.49564 -4.63858
H -0.15951 -2.81719 -6.90906
H -0.13099 2.99422 -8.21544
H -2.87949 -0.17110 -5.86767
H -0.62251 -0.61148 -7.90695
H -0.76432 3.67683 -5.97446
H 1.23587 -1.90347 -8.09060
H 0.43836 -2.39574 1.35358
H -1.74583 0.59446 4.44236
H 3.35506 -1.75457 -5.80339
H -2.58337 0.74896 -7.35650
H 1.76281 -2.52973 -5.60293
H 1.47568 -0.23055 -8.63250
H 2.85646 -1.19103 -8.12282
H 2.27275 -1.24924 -4.47788
H -3.14952 -0.92818 -7.44876
H 0.94675 1.26139 -0.11336
H 1.57994 1.75949 4.20332
H 0.66493 -2.60858 3.13034
H 1.35173 2.71684 2.68585
H -0.90162 -3.00515 2.33306
H 1.10839 2.10733 -6.20948
*
```

Values from the calculation:
Electronic energy, a.u.: -2424.339317
Gap between HOMO and LUMO (alpha / beta), Eh: 0.1550 / 0.1783
Expectation value of S²: 6.01
Largest force on an atom, eV/Å: 2.6
HOMO energy (alpha / beta), eV: -3.77 / -8.57
Molar mass, g/mol: 552.3

Atom charges from the Mulliken analysis, given in e for atoms 1 to 5:
1 Pt 0.5305
2 Cl -0.5378
3 Cl -0.2177
4 P 0.2660
5 P 0.1969



4.
The following is a quantum chemistry calculation of a 3-piece molecular cluster, C10H20FN2OP overall in a non-equilibrium geometry, from the OMol25 dataset.

```
! wB97M-V def2-TZVPD RIJCOSX def2/J DEFGRID3
* xyz 0 1
P 3.29307 2.13622 -1.57513
F 2.28839 -0.97732 -0.80988
O 0.44815 0.01549 -1.53811
N 1.41566 3.75542 0.75585
N -3.96190 -3.97916 1.62974
C 1.63450 -0.14436 -1.65898
C -1.43956 2.11768 2.51030
C -1.97613 -3.92827 -0.05888
C -3.09041 -3.95719 0.89013
C 0.88713 1.40336 1.75540
C -1.48326 -2.49669 -0.29964
C 2.55605 0.59592 -2.53212
C -0.61805 1.11909 1.70315
C 1.19941 2.72478 1.20459
C -2.55690 -1.59066 -0.88779
H -1.17456 -4.54844 0.34205
H 1.43403 0.65466 1.18053
H -0.94810 1.12456 0.66312
H 3.36533 -0.06633 -2.81737
H -0.78902 0.11149 2.08511
H 2.04518 2.79195 -1.71057
H -1.12395 -2.07343 0.63994
H 1.25320 1.36798 2.78218
H -0.62964 -2.53067 -0.97680
H -2.92673 -1.98500 -1.83626
H -3.40521 -1.48489 -0.20982
H -2.15146 -0.59687 -1.07130
H 4.30100 2.22127 -2.56774
H 3.82812 3.27883 -0.86592
H -1.33141 3.12990 2.11890
H -1.13339 2.12409 3.55799
H 2.00553 0.91132 -3.40618
H 3.59391 1.29379 -0.47414
H -2.49743 1.86080 2.47114
H -2.31156 -4.37931 -0.99349
*
```

Values from the calculation:
Electronic energy, a.u.: -1018.907623
SMILES string: O=C(F)C[PH4].CCCC#N.CCCC#N
Gap between HOMO and LUMO, Eh: 0.3552
Largest force on an atom, eV/Å: 1.5
HOMO energy, eV: -9.17
Relative energy (zero: lowest compared OMol25 entry of this formula, charge and spin), kJ/mol: 0.0
Molar mass, g/mol: 234.3

Atom charges from the Mulliken analysis, given in e for atoms 1 to 5:
1 P -0.0472
2 F -0.2602
3 O -0.4607
4 N -0.4885
5 N -0.4242